15
Properties=species:S:1:pos:R:3:mulliken_charge:R:1 method="wB97M-V/def2-TZVPD" homo_ev=-8.969 gap_ha=0.3605 e_above_lowest_kj_mol=169.3 max_force_ev_per_a=5.0 smiles=C[C@@H](Cl)n1ccnc1 e_tot_ha=-764.36801 charge=0 multiplicity=1
C 2.1087 0.4921 0.9502 -0.5232
C 0.8328 0.0770 0.9522 -0.1739
C 1.4776 0.8480 -1.0814 -0.0692
C -1.7341 -1.1970 0.0104 -1.1347
C -1.0271 0.1322 -0.5662 0.0675
N 2.4571 0.9545 -0.2835 -0.5644
N 0.2674 0.3062 -0.2311 0.0769
Cl -2.1379 1.4513 0.1345 -0.2430
H 2.8980 0.5861 1.6544 0.4537
H 0.4139 -0.3587 1.8382 0.3795
H 1.3172 0.8706 -2.1185 0.3455
H -2.3504 -1.0553 0.8131 0.3826
H -2.3497 -1.5726 -0.8233 0.3122
H -0.8510 -1.8927 0.4036 0.2982
H -1.3226 0.3583 -1.6527 0.3924